The following is a DFT calculation (ωB97M-V/def2-TZVPD) of a molecular structure, C20H33Cl4FO4.

Results
- Calculated total energy: -3022.74751 a.u.

```
! RIJCOSX wB97M-V def2-TZVPD def2/J DEFGRID3
* xyz 0 1
F 0.6655 15.4530 16.6332
C 1.9546 15.4852 16.9010
C 2.5162 14.8827 18.0611
C 3.8928 14.9173 18.3105
C 4.7901 15.4216 17.3140
C 4.2289 15.9713 16.1621
C 2.8213 16.0377 15.9587
H 1.9073 14.4029 18.8130
H 4.2691 14.3622 19.1571
H 5.8505 15.2780 17.4596
H 4.8596 16.4222 15.4102
H 2.3915 16.4713 15.0679
C 9.8866 18.0208 12.4526
Cl 9.3516 18.8941 13.8746
Cl 9.4269 16.2747 12.5402
H 9.3950 18.4838 11.5969
H 10.9710 18.0741 12.3568
C 6.6862 17.6023 14.0222
Cl 6.3625 15.9525 14.6331
Cl 6.2274 17.7715 12.3220
H 5.9862 18.2427 14.5589
H 7.7089 17.9017 14.2513
C 5.2840 19.6221 11.3766
C 5.9250 20.3097 10.1678
O 5.2738 20.6637 9.2241
C 7.4329 20.5952 10.0941
H 5.9862 19.4840 12.1988
H 5.0512 18.6041 11.0643
H 4.4099 20.1709 11.7271
H 7.6409 21.6304 10.3645
H 7.9236 20.4676 9.1292
H 7.9594 19.9662 10.8118
C 4.9575 20.0266 13.7264
C 5.8991 20.4089 14.8533
O 6.9220 19.7944 15.0352
C 5.5320 21.6976 15.6435
H 5.2630 19.1239 13.1974
H 4.8259 20.8110 12.9810
H 4.0412 19.7343 14.2395
H 5.0054 22.3636 14.9599
H 6.3206 22.2364 16.1685
H 4.7806 21.4388 16.3895
C 6.6034 17.3520 10.1054
C 8.0926 17.7187 10.2333
O 8.4175 18.8861 10.4454
C 9.0886 16.6813 9.7393
H 6.4077 16.2845 10.2059
H 6.1570 17.5424 9.1293
H 6.1026 17.8735 10.9210
H 8.7872 16.1794 8.8198
H 9.3148 15.8200 10.3679
H 10.0343 17.1801 9.5275
C 8.1518 14.5908 13.6589
C 7.6431 13.5279 12.6870
O 6.7460 12.7581 12.9508
C 8.2576 13.4837 11.3718
H 7.5782 14.4237 14.5706
H 7.8845 15.5812 13.2905
H 9.2195 14.5103 13.8628
H 8.1752 14.4697 10.9145
H 7.9200 12.6980 10.6959
H 9.3332 13.3209 11.4404
*
```

The computed natural (NBO) charges, all in e, follow:
1 F -0.31
2 C 0.40
3 C -0.29
4 C -0.19
5 C -0.25
6 C -0.20
7 C -0.30
8 H 0.22
9 H 0.21
10 H 0.22
11 H 0.22
12 H 0.22
13 C -0.42
14 Cl 0.02
15 Cl -0.03
16 H 0.26
17 H 0.22
18 C -0.41
19 Cl -0.02
20 Cl 0.04
21 H 0.23
22 H 0.25
23 C -0.71
24 C 0.59
25 O -0.55
26 C -0.78
27 H 0.22
28 H 0.21
29 H 0.23
30 H 0.22
31 H 0.22
32 H 0.30
33 C -0.75
34 C 0.62
35 O -0.57
36 C -0.72
37 H 0.21
38 H 0.24
39 H 0.24
40 H 0.22
41 H 0.24
42 H 0.24
43 C -0.66
44 C 0.71
45 O -0.62
46 C -0.77
47 H 0.23
48 H 0.26
49 H 0.13
50 H 0.25
51 H 0.27
52 H 0.23
53 C -0.74
54 C 0.58
55 O -0.54
56 C -0.72
57 H 0.23
58 H 0.25
59 H 0.22
60 H 0.21
61 H 0.24
62 H 0.23

***

The following is a DFT calculation (ωB97M-V/def2-TZVPD) of a molecular structure, C2H2FO2Tm.

Results
- Calculated total energy: -1412.38549 a.u.
- ⟨S²⟩: 3.75

```
! RIJCOSX wB97M-V def2-TZVPD def2/J DEFGRID3
* xyz 1 4
F -1.1838 -1.3257 1.3773
C -0.4026 -0.4548 0.7802
C 0.8344 -0.0981 0.9832
H 1.3447 -0.0657 1.9386
O -0.9415 -0.2694 -0.7472
O 0.1846 0.1395 -1.5547
H 1.2015 0.2689 -0.2434
Tm -1.0373 1.8054 -2.5340
*
```

The computed natural (NBO) charges, all in e, follow:
1 F -0.27
2 C 0.61
3 C -0.56
4 H 0.27
5 O -0.40
6 O -0.67
7 H 0.30
8 Tm 1.73